[1]
95
Properties=species:S:1:pos:R:3:lowdin_charge:R:1 method="wB97M-V/def2-TZVPD" charge=+1 homo_ev="-10.14 / -10.28" largest_force_ev_per_a=1.62 s_squared=4.16 spin_multiplicity=4
Mn -0.93033 0.17016 -0.75036 0.289
S 2.07242 2.18174 1.24630 0.295
P 1.49591 0.35013 1.69856 0.427
C 0.24140 -0.44256 0.67023 -0.541
P -0.85505 -1.68511 1.27523 0.570
S -2.39618 -1.40658 -0.03370 0.498
C -1.66411 -1.67300 2.90131 -0.348
C -1.62478 -2.80011 3.71814 -0.073
C -2.39544 -2.83969 4.87222 -0.064
C -3.19491 -1.75954 5.21089 -0.065
C -3.22145 -0.62750 4.40398 -0.064
C -2.45938 -0.58269 3.24925 -0.102
C -0.22543 -3.37092 1.10210 -0.353
C -1.03131 -4.36794 0.55859 -0.093
C -0.55658 -5.66999 0.48162 -0.064
C 0.71429 -5.97739 0.94900 -0.065
C 1.51941 -4.98295 1.48827 -0.057
C 1.05201 -3.67975 1.56470 -0.089
C 2.96691 -0.71337 1.59460 -0.384
C 3.95932 -0.57237 2.56666 -0.089
C 5.14215 -1.28603 2.45180 -0.064
C 5.34536 -2.12902 1.36434 -0.075
C 4.37227 -2.24789 0.38431 -0.076
C 3.18340 -1.53753 0.49662 -0.115
C 1.03763 0.29726 3.45721 -0.366
C 0.51334 1.44921 4.03683 -0.111
C 0.17432 1.45858 5.38061 -0.068
C 0.35699 0.31718 6.15000 -0.069
C 0.87468 -0.83401 5.57554 -0.067
C 1.21194 -0.84776 4.22913 -0.100
H -1.00583 -3.64649 3.45054 0.106
H -2.37416 -3.71952 5.50390 0.111
H -3.80441 -1.79866 6.10567 0.110
H -3.84465 0.21525 4.67605 0.110
H -2.48751 0.29038 2.60878 0.099
H -2.02191 -4.12808 0.19374 0.079
H -1.18101 -6.44620 0.05676 0.110
H 1.07705 -6.99608 0.89552 0.110
H 2.51195 -5.22286 1.84934 0.113
H 1.68165 -2.90198 1.97687 0.076
H 3.80724 0.10301 3.39842 0.113
H 5.90897 -1.17940 3.20950 0.109
H 6.26973 -2.68749 1.28075 0.107
H 4.53637 -2.89486 -0.46952 0.107
H 2.41355 -1.62581 -0.26175 0.093
H 0.40916 2.34141 3.43249 0.064
H -0.22419 2.35975 5.83035 0.108
H 0.09929 0.32450 7.20213 0.109
H 1.02074 -1.72376 6.17637 0.112
H 1.62658 -1.74662 3.78707 0.098
C -5.17393 0.30447 -3.15835 -0.060
C -4.30073 1.13610 -2.47497 -0.062
C -2.95199 0.81105 -2.43410 -0.191
C -2.44755 -0.34671 -3.04510 -0.373
C -3.35243 -1.18543 -3.69512 -0.086
C -4.69693 -0.85094 -3.76956 -0.055
Si -0.60020 -0.74810 -2.90340 0.773
C 0.25657 0.27497 -4.21883 -0.335
C -0.16226 1.57454 -4.52139 -0.127
C 0.42179 2.28597 -5.55697 -0.080
C 1.44210 1.71108 -6.30909 -0.071
C 1.87376 0.42549 -6.01825 -0.072
C 1.28547 -0.28550 -4.97932 -0.107
H -6.22556 0.55423 -3.21291 0.112
H -4.66930 2.02648 -1.98098 0.111
H -2.27401 1.53592 -1.97691 0.051
H -3.00193 -2.10347 -4.15525 0.109
H -5.38345 -1.49679 -4.30283 0.113
H -0.35600 -2.16666 -3.23481 0.003
H -0.96482 2.03628 -3.95493 0.094
H 0.07559 3.28735 -5.78663 0.110
H 1.88709 2.26137 -7.12900 0.110
H 2.66567 -0.02402 -6.60517 0.110
H 1.62916 -1.29269 -4.76032 0.099
C -1.44037 4.69790 -1.95578 -0.045
N -0.92720 3.57697 -1.17902 -0.142
C -1.66795 3.20414 0.02670 -0.025
C 0.20334 2.90588 -1.53125 -0.470
N 0.29776 1.62101 -1.27789 0.014
N 1.19703 3.58903 -2.12814 -0.114
C 2.31809 2.88498 -2.74257 -0.028
C 1.49296 4.97056 -1.75123 -0.030
H -2.47894 4.50168 -2.23226 0.093
H -0.86283 4.81405 -2.86907 0.089
H -1.41126 5.63431 -1.39374 0.096
H -2.48564 3.91003 0.15465 0.101
H -1.01699 3.23408 0.89954 0.084
H -2.11138 2.20664 -0.02314 0.049
H 1.24680 1.29262 -1.33811 0.039
H 3.05899 2.59363 -1.99098 0.096
H 2.79236 3.55576 -3.45679 0.103
H 1.97064 2.01049 -3.28627 0.064
H 0.80667 5.31659 -0.98541 0.088
H 1.44315 5.63438 -2.61540 0.098
H 2.50123 5.01324 -1.33660 0.101

***

[2]
105
Properties=species:S:1:pos:R:3:lowdin_charge:R:1 method="wB97M-V/def2-TZVPD" charge=+1 homo_ev=-9.49 largest_force_ev_per_a=1.47
Sn -0.19240 -0.73530 -0.74708 1.295
O 3.41390 -2.56190 -3.53665 0.145
C 2.67494 -2.06489 -2.55098 -0.472
O 1.46676 -1.97925 -2.61843 -0.153
C 3.45270 -1.62831 -1.36054 -0.167
C 4.80408 -1.92557 -1.21300 0.040
C 5.43318 -1.53258 -0.04460 -0.012
C 4.69884 -0.86406 0.92055 0.027
C 3.35387 -0.58908 0.67325 -0.169
N 2.75280 -0.97144 -0.44504 0.163
C 2.45863 0.10032 1.65727 -0.481
O 3.01216 0.68350 2.72393 0.143
O 1.25632 0.09921 1.55516 -0.084
H 2.84259 -2.83929 -4.26814 0.151
H 5.32813 -2.46107 -1.99055 0.127
H 6.47898 -1.75461 0.11596 0.123
H 5.17338 -0.58609 1.85206 0.122
H 3.96444 0.80866 2.63453 0.109
O -4.00726 1.15476 -1.65891 0.047
C -2.99928 0.85246 -1.02888 -0.641
O -1.80818 0.83123 -1.49919 -0.324
C -3.14870 0.39704 0.40488 -0.202
C -4.34409 0.59045 1.08132 0.022
C -4.44077 0.15666 2.39206 -0.035
C -3.34028 -0.45945 2.97330 -0.044
C -2.20144 -0.64319 2.20965 -0.130
N -2.10627 -0.22430 0.95023 0.025
H -5.16701 1.05838 0.56147 0.125
H -5.35566 0.28748 2.95396 0.114
H -3.37193 -0.79902 3.99910 0.106
H -1.32308 -1.14044 2.60350 0.090
C -4.39381 -5.14556 0.44351 -0.094
C -3.36270 -5.26439 -0.68397 -0.241
C -3.12590 -3.95525 -1.35317 -0.599
N -2.10331 -3.20819 -1.16186 0.000
N -2.10871 -2.04863 -1.87746 -0.117
C -3.17378 -1.90901 -2.63036 -0.689
N -3.39720 -0.89167 -3.48606 0.101
S -4.26676 -3.26079 -2.49269 1.122
H -4.58214 -6.12894 0.87192 0.075
H -5.33692 -4.74569 0.07212 0.071
H -4.02333 -4.48856 1.23002 0.073
H -3.70917 -5.99222 -1.41965 0.110
H -2.40534 -5.59577 -0.28160 0.108
H -3.01323 0.00163 -3.19049 0.034
H -4.33998 -0.80866 -3.83114 0.111
C 1.63311 0.26267 -5.01032 -0.397
Te -0.21708 -0.27182 -4.02628 1.276
C -1.18527 1.49853 -4.77192 -0.404
H 1.66127 -0.13414 -6.02127 0.002
H 2.47003 -0.13758 -4.44398 -0.028
H 1.71208 1.34633 -5.05175 0.003
H -0.47175 2.31677 -4.83373 0.002
H -1.98549 1.77992 -4.09098 -0.015
H -1.59425 1.29921 -5.75938 0.004
C 1.47185 6.91843 2.93480 -0.088
C 1.42661 6.81463 1.55089 -0.077
C 0.99316 5.63944 0.95804 -0.132
C 0.60191 4.55748 1.74352 -0.402
C 0.64151 4.67006 3.12650 -0.140
C 1.07401 5.84961 3.72187 -0.092
Sb 0.01004 2.73288 0.73149 1.558
C -1.24042 3.85295 -0.63064 -0.395
C -2.33968 4.48413 -0.05854 -0.141
C -3.27319 5.13213 -0.85265 -0.080
C -3.11349 5.14910 -2.23102 -0.081
C -2.01131 4.53490 -2.80414 -0.085
C -1.07873 3.88395 -2.00751 -0.131
C 1.92926 2.68755 -0.27324 -0.358
C 2.11481 2.15490 -1.54600 -0.139
C 3.39027 2.00476 -2.07788 -0.086
C 4.50509 2.34650 -1.32792 -0.088
C 4.33721 2.85074 -0.04505 -0.085
C 3.05969 3.03041 0.46841 -0.140
H 1.82178 7.83153 3.39794 0.103
H 1.72932 7.64914 0.93125 0.105
H 0.95573 5.55955 -0.12242 0.101
H 0.33476 3.83496 3.74652 0.091
H 1.10055 5.93214 4.80075 0.101
H -2.47403 4.47035 1.01941 0.097
H -4.12961 5.61377 -0.39897 0.104
H -3.85549 5.63069 -2.85431 0.104
H -1.87473 4.56584 -3.87827 0.102
H -0.22463 3.40034 -2.46531 0.078
H 1.25683 1.85494 -2.14074 0.053
H 3.52052 1.62217 -3.08270 0.094
H 5.49888 2.22190 -1.73888 0.105
H 5.20323 3.11866 0.54988 0.107
H 2.93755 3.45634 1.45765 0.098
N 0.13792 -2.78582 0.88967 0.122
C 0.40347 -3.51829 1.74590 -0.234
N 0.67191 -4.35868 2.71167 -0.095
C 0.47419 -4.02248 4.11950 -0.100
C -0.23050 -5.19429 4.79683 -0.181
O 0.48550 -6.39730 4.59995 -0.119
C 0.60600 -6.72013 3.22871 -0.181
C 1.36098 -5.62549 2.48173 -0.103
H -0.11685 -3.11203 4.20338 0.128
H 1.44972 -3.86474 4.59147 0.135
H -1.25070 -5.29049 4.40095 0.131
H -0.27573 -5.03572 5.87324 0.133
H -0.38792 -6.85622 2.78132 0.130
H 1.15301 -7.66039 3.17976 0.133
H 1.40086 -5.83657 1.41461 0.135
H 2.37912 -5.55676 2.87887 0.134

***

Energy above the lowest of the compared OMol25 structures with the same formula, charge and spin in kcal/mol, matching the order above: 17.3, 19.7
E in a.u., matching the order above: -4710.52424, -3658.02250